# C32H26BrN7Pt

A molecular structure, C32H26BrN7Pt (ωB97M-V/def2-TZVPD, OMol25).

Output
Charge: +4
⟨S²⟩: 6.019
LUMO energy (alpha / beta) (eV): -10.869 / -13.763
2S+1: 5
ΔE to the lowest compared entry with this formula, charge and spin (kcal per mole): 0.58

```
67
C32H26BrN7Pt (ωB97M-V/def2-TZVPD)
C -1.9226 4.7663 -1.2426
H 9.2451 -3.8033 1.8569
C -2.4320 -1.0724 3.0825
H -2.2120 -1.9719 -4.7692
N -2.3183 -0.2895 -1.8637
C 8.3352 -3.3328 1.4886
H 6.9586 -3.9987 3.0036
C -1.8444 -0.8825 -2.9541
H -0.6130 2.0144 -3.5284
H -2.7744 3.9961 3.7437
H 1.1311 -1.6930 0.8874
C -1.9282 -0.2924 2.0548
C -1.4238 -2.1862 0.8050
Pt -0.7136 0.5910 -0.6416
C 3.1680 -1.0093 1.0513
N -1.7511 1.7561 0.8481
H 7.6137 -1.4408 -1.1550
C 7.4269 -1.9837 -0.2385
H -6.5029 -0.1790 -2.9916
H 5.0195 0.0845 1.1393
C -4.5367 -0.8685 -2.5196
N 8.3832 -2.6278 0.3909
C 3.9989 0.0777 0.7883
C -1.2459 4.0682 -3.4308
H -6.4459 -1.8247 -2.3756
C -3.6407 -0.2801 -1.6371
C -2.2535 3.9105 1.6656
C -0.9857 2.8159 -2.9056
C -1.6417 3.4962 -0.7774
N -1.1682 2.5375 -1.6075
C -1.9208 -3.0224 1.7889
C 2.1816 1.1751 -0.2941
Br 0.0513 -0.7707 -3.0559
C 3.5434 -2.1937 1.8537
C -6.0127 -0.8306 -2.2664
H 1.7609 2.0167 -0.8336
H -1.0818 4.2541 -4.4832
H -2.3102 5.5235 -0.5763
N 6.2421 -2.0554 0.3408
C 6.0368 -2.7430 1.4680
C 3.5036 1.1736 0.1015
H 4.1265 2.0293 -0.1178
N -1.4103 -0.8576 0.9460
C -2.4907 3.3564 2.9181
H -2.8563 -0.6145 3.9646
H -1.0280 -2.5801 -0.1244
H -6.2408 -0.4615 -1.2686
C -1.8818 3.0724 0.6279
C -2.6356 -1.5013 -3.8932
H -2.3591 4.9747 1.5124
H 2.7081 -2.5894 2.4234
H 4.6254 -3.6767 2.7606
C -2.3808 1.9856 3.1112
C -1.7189 5.0595 -2.5867
H -1.9400 6.0483 -2.9670
H -3.9734 0.2173 -0.7343
N 1.3540 0.1559 -0.0043
H -4.6679 -1.9607 -4.3677
C -2.4217 -2.4546 2.9514
H -1.9200 -4.0931 1.6389
H -2.8209 -3.0780 3.7408
C 1.8357 -0.9087 0.6509
C -2.0089 1.1916 2.0390
H -2.5846 1.5542 4.0805
C 4.6853 -2.8649 2.0452
C 7.0887 -3.4232 2.0972
C -4.0038 -1.4859 -3.6551
```

Atomic partial charges in e from the Löwdin method, atoms 1 to 8: 0.048 0.178 0.046 0.136 -0.128 0.036 0.147 -0.693